A structure of composition C20H39NO4RhS2Si2, computed with ωB97M-V with the def2-TZVPD basis set.

The HOMO energy comes out at -11.302 eV. Its energy above the lowest of the compared OMol25 structures with the same formula, charge and spin is 0.0 kJ/mol. The energy is -2626.93712 hartree. The charge is +1. For the largest force on an atom, the calculation gives 0.011 hartree/bohr.

Each line ends with the Mulliken charge.
CARTESIAN COORDINATES (ANGSTROEM)
Rh1 -0.6869 0.1481 -0.4483  -0.783
C1 -1.4663 3.0279 -1.7028  -1.167
O1 -1.0745 2.2783 -0.5450  1.080
C2 -1.6413 2.7749 0.6641  -1.098
C3 -0.8386 2.1652 1.7765  -0.603
O2 -0.9637 0.7418 1.7510  0.622
C4 -1.7658 0.1688 2.7960  -0.876
C5 -2.9698 -0.5812 2.2894  -0.916
O3 -2.5615 -1.8045 1.7262  -0.249
C6 -3.6648 -2.6323 1.4089  -0.906
H1 -1.0897 4.0470 -1.6049  0.305
H2 -2.5529 3.0396 -1.7941  0.268
H3 -1.0287 2.5522 -2.5727  0.316
H4 -2.7031 2.5071 0.7094  0.306
H5 -1.5411 3.8634 0.6951  0.534
H6 -1.1563 2.5583 2.7419  0.576
H7 0.2176 2.3980 1.6320  0.130
H8 -2.0970 0.9745 3.4505  0.403
H9 -1.1262 -0.5031 3.3693  0.380
H10 -3.5463 0.0203 1.5730  0.269
H11 -3.6207 -0.7535 3.1583  0.603
H12 -4.2602 -2.8442 2.3019  0.351
H13 -3.2708 -3.5690 1.0211  0.259
H14 -4.3071 -2.1683 0.6524  0.318
C7 3.7308 -1.0113 1.6879  -1.431
Si1 1.9765 -0.3414 1.6651  0.838
C8 2.0428 1.1084 2.8589  -1.239
C9 0.9682 -1.7446 2.4014  -0.827
C10 1.4273 -0.0213 -0.1704  3.387
C11 1.2982 -1.4333 -0.6236  -1.621
C12 2.1783 -2.4014 -1.0911  -0.903
C13 1.6773 -3.6699 -1.3384  -0.613
C14 0.3251 -3.9503 -1.1516  -1.149
C15 -0.5130 -2.9288 -0.7525  -0.584
N1 -0.0072 -1.7291 -0.4917  0.873
Si2 2.5133 1.1838 -1.1568  0.005
C16 2.2882 2.9145 -0.4762  -0.715
C17 4.3477 0.7961 -1.0981  -1.234
C18 2.1086 1.2205 -2.9846  -1.242
H15 3.8917 -1.4118 2.6937  0.400
H16 4.4951 -0.2570 1.5221  0.412
H17 3.8970 -1.8327 0.9906  0.321
H18 2.7364 0.8120 3.6502  0.541
H19 1.0912 1.3369 3.3378  0.204
H20 2.4446 2.0235 2.4218  0.379
H21 1.0855 -1.7383 3.4891  0.441
H22 1.3753 -2.6965 2.0487  0.357
H23 -0.0940 -1.7400 2.1681  -0.145
H24 3.2218 -2.1675 -1.2444  0.452
H25 2.3428 -4.4493 -1.6861  0.514
H26 -0.0750 -4.9357 -1.3394  0.462
H27 -1.5838 -3.0411 -0.6475  0.411
H28 2.5835 2.9819 0.5726  0.291
H29 1.2580 3.2632 -0.5646  -0.088
H30 2.9246 3.6060 -1.0334  0.512
H31 4.8040 0.9795 -0.1290  0.368
H32 4.8401 1.4595 -1.8151  0.435
H33 4.5831 -0.2267 -1.3991  0.315
H34 1.1417 1.6541 -3.2329  0.302
H35 2.1644 0.2272 -3.4379  0.354
H36 2.8704 1.8358 -3.4708  0.490
C19 -4.5417 -0.3756 -3.7292  -0.735
O4 -3.1043 -0.2481 -3.7834  -0.268
C20 -2.4531 -0.1238 -2.6639  0.714
S1 -3.1564 -0.0396 -1.1230  -0.610
S2 -0.7426 -0.0791 -2.7299  -0.455
H37 -4.8549 -0.5141 -4.7575  0.278
H38 -4.9746 0.5320 -3.3129  0.341
H39 -4.8176 -1.2359 -3.1227  0.337